Entry 1:
{"formula": "C14H25NO5PSi2", "method": "wB97M-V/def2-TZVPD", "e_lumo_ev": 2.4821, "charge": -1, "gap_ha": 0.227, "species": ["C", "H", "H", "C", "H", "P", "O", "C", "H", "H", "C", "H", "H", "H", "O", "C", "H", "C", "H", "C", "H", "H", "H", "Si", "H", "H", "H", "H", "C", "C", "O", "H", "Si", "H", "C", "C", "H", "C", "C", "H", "N", "H", "C", "H", "O", "H", "O", "H"], "coordinates": [[-1.150, -1.717, 2.153], [-4.963, -0.846, 2.547], [-1.468, 3.119, -4.082], [0.718, 3.048, 2.295], [6.347, -0.928, -0.049], [4.568, -0.764, 1.839], [1.324, 4.233, 2.428], [-3.668, 0.751, -3.198], [4.717, -0.053, -0.619], [5.966, 0.907, 0.563], [-0.966, -1.664, 0.524], [-1.611, 1.490, -4.807], [2.267, -0.705, 3.697], [-4.707, -0.814, -0.302], [-0.122, 2.620, 3.462], [1.773, -2.046, 0.603], [-0.233, -1.930, 2.850], [-1.749, 2.079, -3.895], [-4.935, 2.994, -3.055], [-3.953, -1.077, 1.986], [5.337, -3.028, 2.943], [-3.937, 3.696, -4.354], [-3.437, 3.869, -2.646], [0.770, 1.889, 0.759], [0.646, -1.018, -1.109], [0.612, 2.772, -0.425], [5.871, -2.868, 1.124], [2.651, -2.371, -0.139], [-3.753, -1.066, 0.355], [-2.323, -1.346, -0.394], [-3.069, -0.314, -3.266], [1.676, -2.951, 1.372], [2.379, -0.443, 1.481], [-0.422, 1.056, 0.797], [-2.612, -1.439, 2.915], [0.427, -1.878, -0.314], [-4.727, 0.797, -2.893], [5.519, -0.131, 0.260], [-3.912, 3.207, -3.376], [4.086, -3.333, 1.512], [-3.133, 1.990, -3.480], [-2.266, -1.296, -1.566], [4.972, -2.651, 1.873], [-1.114, 1.662, -3.107], [2.279, 1.023, 0.520], [0.285, -2.885, -0.941], [1.679, -0.168, 3.073], [-2.639, -1.472, 4.087]], "forces_ev_per_angstrom": [[-2.840, 0.723, -1.935], [2.243, -0.505, -1.540], [-0.150, -0.184, 0.094], [-1.446, 3.386, 7.344], [-1.707, 1.896, 0.762], [1.924, -0.268, 0.034], [-1.931, -5.031, -1.842], [0.693, 0.558, -0.210], [2.044, 0.143, 1.739], [-0.809, -2.061, -0.936], [-3.917, 0.909, 1.247], [0.159, 0.086, 0.082], [-1.200, 1.271, -0.988], [2.297, -0.618, 1.468], [3.623, 1.058, -6.231], [-0.504, -1.170, -0.961], [-1.952, 0.576, -1.624], [0.137, -0.335, 0.052], [0.196, -0.053, -0.038], [4.694, -1.138, -1.130], [-0.940, 0.991, -2.305], [-0.113, 0.134, 0.115], [-0.186, 0.089, -0.075], [0.893, 1.375, 0.541], [-0.832, -1.679, 1.873], [0.237, -0.168, -0.190], [-1.883, 0.539, 1.588], [-1.791, 0.758, 1.513], [2.520, -0.498, 1.843], [-0.463, -0.050, 4.586], [-0.242, 0.863, -0.233], [0.050, 1.971, -1.555], [-0.472, 1.349, 0.178], [0.025, -0.673, -0.012], [0.273, 0.322, -4.854], [-0.189, -0.862, 0.027], [0.038, 0.124, -0.012], [-0.631, -0.386, -0.775], [0.226, -0.080, 0.008], [1.681, 1.244, 0.781], [-0.856, -1.274, 0.309], [-0.151, -0.091, 2.662], [0.486, -1.638, -0.459], [0.087, 0.106, -0.180], [-1.779, -2.158, 1.992], [0.244, 2.197, 1.299], [2.210, -1.887, -1.422], [0.004, 0.140, -2.631]], "lowdin_charge": [-0.018, 0.070, 0.089, -0.584, 0.040, 0.719, -0.224, -0.317, 0.043, 0.038, -0.161, 0.090, 0.062, 0.071, -0.350, -0.309, 0.071, -0.045, 0.083, -0.083, 0.042, 0.085, 0.094, 0.603, 0.122, -0.046, 0.038, 0.090, -0.089, -0.020, -0.023, 0.098, 0.245, -0.028, -0.043, -0.248, 0.129, -0.372, -0.066, 0.017, -0.203, 0.065, -0.401, 0.092, -0.420, 0.119, -0.241, 0.075]}

***

Entry 2:
{"formula": "C14H26AlN6O6", "method": "wB97M-V/def2-TZVPD", "e_lumo_ev": [-6.6938, -6.7077], "charge": 1, "gap_ha": [0.148, 0.147], "species": ["O", "O", "H", "O", "H", "C", "H", "H", "H", "C", "H", "C", "H", "N", "C", "H", "H", "C", "C", "C", "H", "H", "H", "H", "H", "H", "C", "C", "N", "N", "H", "H", "O", "H", "H", "H", "O", "H", "N", "Al", "H", "H", "H", "N", "N", "C", "H", "O", "C", "C", "C", "H", "C"], "coordinates": [[-2.341, -1.949, 0.390], [-0.278, -1.233, -3.973], [3.226, 1.470, 2.849], [1.316, 2.575, -1.067], [2.050, 1.511, 0.698], [-1.672, 2.324, 0.769], [-2.243, -3.993, -1.301], [0.326, 4.661, -0.757], [2.587, -3.027, -1.965], [2.156, -0.291, 3.573], [-2.661, 0.112, -1.875], [0.404, -0.991, 2.070], [-1.914, 3.617, 2.450], [2.816, -0.392, 4.751], [1.541, -3.273, -2.173], [1.343, -4.317, -1.920], [-3.130, 3.826, 1.182], [2.459, 0.727, 2.641], [1.128, -1.197, 3.235], [0.664, -2.384, -1.388], [-2.555, -0.649, 1.028], [1.061, 1.418, -3.701], [-1.509, -0.567, -3.041], [1.336, -3.133, -3.244], [-1.387, -4.363, 0.219], [0.858, -2.029, 3.882], [-0.296, 4.389, 0.099], [1.769, 0.768, 1.438], [-1.251, -1.664, -0.281], [1.030, -1.089, -1.147], [-3.207, 2.399, 2.252], [2.609, -1.130, 5.417], [-2.538, 0.324, 1.456], [0.260, -0.451, -3.673], [-1.540, 1.181, -2.798], [-1.210, 4.989, 0.099], [0.977, 0.894, -2.880], [-0.633, -4.779, -1.343], [0.730, -0.047, 1.164], [-0.423, 0.185, -0.648], [0.257, 4.620, 1.018], [1.359, 1.521, -2.168], [-0.575, -1.023, -4.872], [0.174, 2.094, -0.635], [-1.726, 0.996, 0.612], [-2.533, 3.076, 1.719], [3.524, 0.273, 5.014], [2.232, -0.761, -1.070], [-0.626, 2.948, 0.043], [-1.252, -4.040, -0.824], [-0.606, -2.709, -0.864], [-0.445, -1.632, 1.833], [-1.642, 0.215, -2.288]], "forces_ev_per_angstrom": [[3.121, 0.334, -2.732], [1.552, -0.366, -1.277], [-0.087, -0.227, -0.089], [-0.452, -0.570, -0.374], [-0.161, -0.120, -0.051], [-0.954, -3.174, 0.276], [0.290, 0.007, 0.197], [-0.088, -0.084, 0.189], [-0.148, -0.071, -0.134], [0.068, 0.044, 0.161], [0.136, 0.269, -0.089], [0.854, -0.014, 0.437], [-0.134, -0.142, -0.209], [-0.120, -0.295, 0.109], [0.183, -0.299, 0.248], [0.126, 0.147, -0.083], [0.166, -0.175, 0.082], [-0.373, -0.309, -0.385], [-0.523, 0.144, -0.521], [-1.538, -1.891, -0.009], [-0.417, 1.925, 1.157], [-0.089, -0.277, 0.634], [-0.448, 0.514, 0.918], [0.013, 0.128, 0.199], [-0.054, 0.153, -0.300], [0.065, 0.276, -0.010], [-0.115, 0.311, 0.123], [0.233, 0.090, 1.018], [-2.471, 0.125, 2.488], [3.409, 1.850, 0.271], [0.165, 0.187, -0.140], [0.032, 0.374, -0.378], [-0.525, -1.852, -0.587], [-0.494, -0.664, -0.281], [0.067, -0.070, 0.430], [0.103, -0.026, 0.041], [0.956, 0.462, -1.103], [-0.289, 0.156, 0.127], [-0.332, -0.004, -0.119], [-0.953, 1.586, 0.510], [0.012, 0.050, -0.156], [-0.001, 0.122, -0.333], [0.224, -0.175, 0.272], [-0.615, 2.159, 1.878], [0.097, 3.059, 0.508], [-0.230, 0.002, 0.238], [-0.039, -0.049, -0.094], [-2.948, -1.390, -0.600], [2.376, -1.258, -2.119], [0.272, -0.562, -0.295], [1.236, -0.325, -0.939], [0.333, 0.203, 0.254], [-1.489, -0.290, 0.641]], "lowdin_charge": [0.036, -0.103, 0.123, -0.151, 0.110, -0.197, 0.119, 0.089, 0.103, -0.296, 0.031, -0.084, 0.106, 0.143, 0.033, 0.094, 0.105, 0.026, 0.016, -0.155, 0.059, 0.101, -0.011, 0.113, 0.113, 0.120, -0.003, -0.077, -0.005, -0.005, 0.086, 0.121, -0.018, 0.015, 0.042, 0.091, -0.131, 0.090, 0.026, 0.099, 0.105, 0.016, 0.081, -0.089, -0.027, 0.016, 0.113, 0.156, -0.224, 0.026, -0.179, 0.107, -0.074]}

***

Entry 3:
{"formula": "C14H26ClN4O3Pd", "method": "wB97M-V/def2-TZVPD", "spin_multiplicity": 3, "e_lumo_ev": [-5.0264, -7.5525], "s_squared": 2.01, "charge": 1, "gap_ha": [0.237, 0.143], "species": ["H", "H", "O", "H", "H", "H", "H", "C", "H", "H", "C", "H", "C", "N", "C", "H", "H", "H", "C", "H", "H", "H", "O", "C", "N", "H", "H", "H", "O", "H", "C", "C", "C", "C", "H", "N", "H", "C", "C", "C", "H", "Pd", "H", "H", "N", "H", "C", "Cl", "H"], "coordinates": [[2.685, -1.870, 0.358], [-0.743, -3.191, 1.966], [2.082, 0.969, -1.981], [-1.661, -4.587, 1.408], [0.577, -4.102, -3.048], [-0.118, 4.278, -2.641], [4.508, 2.024, 0.012], [0.830, 3.700, 1.006], [-3.355, -2.628, 0.956], [-0.673, -2.607, -0.173], [2.781, -1.573, -0.686], [1.109, 3.497, 2.030], [-2.769, 1.770, 1.835], [0.182, 2.884, -1.189], [-0.276, -4.477, -1.084], [3.364, -2.279, -1.277], [-1.147, -4.399, -3.035], [-2.189, 2.160, 2.672], [3.085, 0.851, -1.231], [-4.654, -2.051, 2.050], [4.385, -0.393, -0.170], [-3.071, -2.511, 2.700], [-0.032, -5.715, -0.925], [-0.705, -4.070, 1.322], [-2.959, -0.715, 1.665], [1.034, 5.921, 1.086], [1.754, -1.517, -1.046], [0.415, 6.249, -1.194], [-4.390, 0.401, 2.920], [-2.248, -0.574, 0.962], [0.825, 5.036, 0.503], [0.368, 2.704, 0.172], [0.145, 4.169, -1.599], [0.490, 5.240, -0.817], [-3.570, 2.465, 1.580], [-0.575, -3.606, -0.064], [3.027, 2.888, -0.717], [3.818, 2.145, -0.823], [-3.428, 0.431, 2.178], [-3.582, -2.052, 1.853], [0.225, -4.508, 1.684], [-0.139, 1.251, -2.724], [0.308, 1.702, 0.572], [-0.382, -2.858, -2.389], [3.511, -0.285, -0.665], [4.450, 2.426, -1.665], [-0.333, -3.944, -2.470], [-0.847, -0.419, -0.840], [-2.113, 1.769, 0.965]], "forces_ev_per_angstrom": [[0.236, -0.377, -0.100], [-0.428, 0.308, -0.165], [0.155, -0.624, -0.051], [0.561, -0.621, 0.434], [0.121, -0.544, 0.301], [0.029, 0.335, -0.123], [-0.474, 0.078, 0.229], [-0.660, 1.821, -0.766], [-0.148, -0.057, 0.051], [0.054, -0.454, -0.693], [0.143, 0.274, 0.111], [-0.193, -0.131, 0.015], [0.025, -0.196, -0.516], [-1.128, 0.764, 1.579], [0.457, -3.608, 0.521], [-0.238, -0.198, 0.189], [-0.107, 0.247, 0.199], [-0.237, -0.093, 0.152], [0.138, 0.812, 0.856], [0.179, 0.504, -0.145], [-0.042, 0.898, -0.071], [-0.243, -0.245, 0.027], [-0.748, 3.716, 0.351], [0.300, 1.085, -0.258], [0.442, -0.292, -0.953], [0.262, -0.249, 0.390], [0.306, 0.448, -0.315], [0.054, -0.057, -0.219], [-0.255, 0.486, 0.376], [-0.181, -0.525, 0.064], [0.132, -1.190, 0.213], [1.147, -0.556, -1.216], [0.375, -1.473, -0.969], [-0.431, 0.451, 0.442], [-0.035, 0.001, 0.338], [0.441, -0.722, 0.398], [0.374, 0.098, 0.332], [0.050, -1.033, -1.082], [-0.957, 0.173, 0.794], [1.061, 0.650, 0.059], [-0.454, -1.024, -0.287], [1.107, -0.508, 3.081], [-0.115, -0.203, -0.378], [-0.648, 0.174, -0.422], [-1.365, -0.619, -0.700], [-0.117, 0.207, -0.168], [0.546, 1.209, -0.347], [0.399, 1.260, -1.481], [0.107, -0.399, -0.078]], "lowdin_charge": [0.094, 0.068, -0.117, 0.093, 0.086, 0.112, 0.088, -0.019, 0.073, -0.019, -0.034, 0.121, 0.002, -0.030, -0.511, 0.098, 0.096, 0.084, -0.479, 0.090, 0.152, 0.078, 0.008, -0.071, -0.001, 0.122, 0.029, 0.123, 0.049, -0.020, -0.007, -0.148, -0.118, -0.048, 0.088, -0.012, 0.063, 0.030, -0.565, -0.041, 0.090, 0.918, 0.076, 0.024, 0.047, 0.093, -0.019, 0.143, 0.020]}

***

Entry 4:
{"formula": "C14H26F12N4O11PtS4", "method": "wB97M-V/def2-TZVPD", "de_lowest_kj_mol": 176.6, "spin_multiplicity": 3, "e_lumo_ev": [-0.0638, -1.8332], "s_squared": 2.00, "charge": 0, "gap_ha": [0.327, 0.280], "species": ["O", "H", "C", "C", "H", "C", "Pt", "C", "H", "F", "O", "O", "C", "H", "O", "N", "C", "F", "S", "H", "H", "F", "C", "O", "H", "N", "F", "H", "N", "H", "F", "H", "C", "F", "O", "H", "H", "C", "H", "H", "F", "C", "H", "H", "F", "H", "H", "F", "H", "O", "F", "H", "C", "H", "S", "N", "H", "H", "C", "S", "C", "H", "O", "O", "O", "H", "F", "O", "S", "H", "F", "C"], "coordinates": [[-7.274, -10.578, 19.253], [-9.764, -7.274, 24.055], [-12.497, -8.666, 20.821], [-12.749, -4.059, 21.236], [-12.547, -9.610, 21.367], [-11.133, -7.808, 22.559], [-9.635, -7.066, 20.099], [-9.903, -11.131, 18.747], [-7.297, -2.097, 19.526], [-12.682, -4.650, 22.430], [-10.719, -2.799, 19.898], [-12.560, -3.946, 18.049], [-7.386, -4.227, 19.898], [-8.245, -2.333, 16.679], [-6.741, -3.270, 17.787], [-8.681, -7.140, 22.170], [-7.314, -7.584, 22.457], [-11.673, -7.580, 17.441], [-11.510, -4.945, 18.042], [-7.407, -5.674, 18.505], [-8.706, -4.855, 18.595], [-13.482, -6.648, 18.091], [-9.694, -7.750, 23.076], [-11.259, -8.053, 21.159], [-11.686, -8.582, 23.107], [-8.832, -8.402, 18.711], [-5.984, -8.040, 19.156], [-5.497, -3.890, 20.859], [-11.025, -5.470, 19.483], [-13.370, -8.046, 21.037], [-10.995, -10.941, 19.477], [-5.539, -5.804, 25.587], [-7.499, -3.012, 18.955], [-9.564, -12.392, 18.978], [-7.876, -9.660, 16.645], [-8.523, -2.902, 18.588], [-5.854, -5.621, 20.571], [-12.423, -6.491, 17.319], [-7.622, -6.693, 24.388], [-7.285, -8.676, 22.477], [-13.127, -2.818, 21.462], [-6.197, -7.902, 17.865], [-11.762, -6.994, 22.946], [-12.519, -8.888, 19.757], [-10.087, -11.013, 17.467], [-4.580, -4.787, 24.493], [-6.199, -4.373, 24.856], [-5.349, -8.649, 17.200], [-6.605, -1.683, 16.607], [-8.976, -9.773, 20.806], [-6.049, -6.615, 17.539], [-5.369, -4.597, 19.228], [-7.188, -2.605, 16.597], [-6.286, -7.879, 24.353], [-10.997, -4.082, 20.476], [-8.072, -5.367, 19.209], [-6.635, -7.340, 21.643], [-7.791, -3.951, 20.868], [-6.782, -7.078, 23.798], [-8.556, -9.973, 19.440], [-5.925, -4.613, 20.166], [-8.748, -6.148, 22.407], [-10.079, -4.459, 21.553], [-10.337, -4.643, 17.262], [-8.523, -7.340, 16.429], [-7.072, -3.276, 15.751], [-12.674, -6.282, 16.063], [-5.939, -5.978, 23.513], [-8.005, -8.371, 17.287], [-9.374, -8.790, 23.172], [-13.645, -4.704, 20.521], [-5.558, -5.240, 24.652]], "forces_ev_per_angstrom": [[-0.378, 0.255, -0.609], [0.327, -0.011, 0.033], [-0.219, -0.467, -0.336], [0.279, 0.048, 0.516], [-0.187, 0.007, -0.003], [-1.060, -0.062, 0.974], [1.642, 2.213, -0.291], [0.841, -0.651, 0.789], [0.646, 0.174, -0.356], [0.262, -0.418, 0.150], [-0.664, -0.774, -0.232], [0.521, -0.830, 0.485], [1.021, -0.073, -0.375], [-0.048, -0.122, -0.043], [0.110, -0.327, 0.164], [-0.891, 0.530, 0.536], [0.284, -1.082, 0.454], [0.255, -0.407, -0.055], [-0.633, 0.215, -2.542], [0.057, -0.270, 0.267], [-0.621, -0.633, -0.026], [-0.884, -0.133, -0.375], [-0.028, -1.334, -0.662], [-0.461, 0.147, 1.051], [0.663, -0.701, -0.192], [1.147, -3.843, -0.360], [-0.115, -0.006, 0.455], [0.197, -0.152, 0.034], [-1.582, 2.765, 0.856], [0.199, 0.220, 0.249], [-0.590, 0.748, -0.471], [0.116, -0.390, -0.180], [-0.552, -0.440, -0.141], [0.777, -0.285, 0.194], [0.017, 0.584, 1.255], [-0.329, -0.019, 0.542], [-0.027, 0.098, 0.246], [2.092, 1.119, 1.667], [-0.057, -0.303, 0.251], [-0.432, 0.003, -0.092], [-0.001, 0.357, -0.488], [-1.445, -0.108, -0.982], [0.447, 0.861, -0.999], [0.292, 0.129, 0.006], [-0.666, 0.639, -0.538], [0.155, -0.356, -0.156], [-0.453, -0.180, -0.275], [0.304, 0.021, -0.170], [-0.051, 0.050, -0.980], [-0.125, -0.246, -0.288], [0.595, 0.036, -0.158], [0.082, 0.048, 0.086], [0.036, 0.401, 1.477], [0.234, 0.155, 0.060], [1.692, -1.262, 1.165], [-0.384, 0.681, 0.084], [-0.108, 0.464, 0.042], [-0.728, -0.297, -0.167], [-0.347, 0.781, -0.644], [-0.401, 1.129, 1.002], [-0.230, 0.289, -0.469], [0.309, 0.181, -0.609], [-1.322, -0.185, -0.483], [-0.308, -0.412, -0.200], [0.504, 0.323, 1.236], [0.377, 0.178, -0.086], [-0.734, 0.106, -0.494], [0.300, -0.124, 0.298], [0.053, 0.016, -1.495], [0.039, 0.071, 0.284], [-0.001, 0.027, -0.302], [0.187, 0.831, 0.416]], "lowdin_charge": [-0.252, 0.128, -0.057, -0.668, 0.102, -0.194, 1.234, -0.677, 0.136, 0.125, -0.249, -0.279, -0.356, 0.085, -0.197, -0.136, -0.166, 0.123, 0.604, 0.049, 0.031, 0.148, -0.155, -0.345, 0.130, -0.451, 0.146, 0.087, -0.430, 0.105, 0.138, 0.087, -0.192, 0.155, -0.279, 0.091, 0.055, -0.682, 0.118, 0.117, 0.172, -0.658, 0.120, 0.085, 0.185, 0.088, 0.087, 0.177, 0.090, -0.329, 0.114, 0.077, -0.057, 0.131, 0.681, 0.041, 0.104, 0.117, -0.195, 0.684, -0.037, 0.098, -0.339, -0.286, -0.267, 0.093, 0.200, -0.182, 0.615, 0.121, 0.158, -0.111]}